No. 1
This record from the Open Molecules 2025 dataset describes a 5-piece molecular cluster, C14H38IN2O6 overall at a distorted geometry. The level of theory is the ωB97M-V functional and the def2-TZVPD basis.

```
61
Properties=species:S:1:pos:R:3:mulliken_charge:R:1
H -2.190 0.017 -0.477 -0.02
H 4.054 -0.903 3.345 0.39
N 0.731 -0.557 -0.011 0.85
C 2.151 -0.666 0.163 -0.74
N -0.812 1.788 0.796 0.40
C -0.717 -3.557 2.572 -1.06
H 0.798 0.018 -0.838 -0.40
C 1.667 2.407 3.535 -0.83
H 0.062 -1.281 -3.606 0.06
H 2.598 2.950 3.694 0.24
H -3.960 -1.578 1.425 0.44
C -2.261 1.818 0.715 -0.99
H 0.117 -4.232 2.762 0.26
H 2.682 -0.992 -0.732 0.62
H 0.445 3.096 -5.105 0.15
H -0.453 3.889 0.680 0.38
H 2.469 0.350 0.397 0.09
C -0.768 -2.270 -5.019 -0.66
H -2.481 2.678 0.083 0.43
H -0.509 2.435 -7.317 0.23
H 1.652 1.536 4.191 0.15
C -3.364 -1.048 2.167 -1.05
H 3.750 -1.712 1.247 0.63
O 0.460 3.679 -5.868 -0.53
H -1.554 3.176 -6.053 0.23
C 0.083 -1.778 -0.593 -0.61
H -1.016 -3.423 0.094 0.59
H 0.807 -3.548 0.404 0.37
H -0.645 3.227 2.264 0.47
C 1.315 2.854 1.245 -0.67
H -1.791 -1.913 -5.139 0.26
H 0.794 3.039 3.697 0.36
H -0.522 1.779 -0.172 -0.23
I 0.239 1.388 -3.044 -0.54
H -0.714 -3.317 -5.317 0.22
H -2.629 2.173 1.678 0.38
H -0.988 -3.091 3.519 0.24
C -0.220 3.012 1.283 -0.88
H -1.663 -3.974 2.225 0.39
O -0.384 -2.428 1.726 0.11
H 0.703 -2.008 -1.460 0.73
C -0.096 -2.939 0.422 -1.44
H -3.061 -1.707 2.981 0.13
C -2.706 0.390 0.408 -0.42
O 2.158 -0.987 2.482 -0.04
H -0.833 4.126 -7.332 0.25
H -0.846 -1.402 -1.021 0.21
H -3.784 0.266 0.301 0.66
H 2.975 -2.061 4.069 0.29
H 1.850 3.757 1.539 0.47
H 2.672 -0.302 4.313 0.14
O -0.310 -2.160 -3.709 -0.37
O 1.696 1.866 2.211 -0.11
H -0.229 -1.629 -5.717 0.26
H -3.966 -0.296 2.678 0.37
C -0.653 3.290 -6.656 -0.54
H 1.486 2.495 0.230 0.26
H 2.310 -2.660 1.223 0.14
O -2.276 -0.380 1.515 -0.06
C 2.664 -1.632 1.291 -0.74
C 3.011 -1.069 3.617 -0.93
```

Computed properties:
* LUMO: 2.86 eV
* charge: -1

---

No. 2
This record from the Open Molecules 2025 dataset describes a single C21H30ClN3O2 molecule. The level of theory is the ωB97M-V functional and the def2-TZVPD basis.

```
57
Properties=species:S:1:pos:R:3:mulliken_charge:R:1
H -2.004 5.093 -0.383 0.34
H -1.823 -0.323 -3.954 0.37
C 0.418 -2.256 -1.117 -0.19
H -3.368 1.078 1.675 0.33
H 0.956 0.931 -0.684 0.10
C -0.517 -1.331 -1.902 0.67
H -3.167 3.057 0.228 0.37
H 0.113 1.800 -4.627 0.41
H -1.410 -1.941 -2.066 0.56
C 1.338 -0.122 -3.049 -0.96
C -2.347 2.787 0.883 -0.64
H 0.419 -0.937 0.399 -0.33
C -1.440 1.289 2.560 0.15
H -1.232 -0.148 -0.203 -0.06
C 0.718 -2.759 2.323 -1.43
C 2.273 -3.770 0.677 -2.06
H 2.900 -4.136 1.493 0.50
C -0.318 1.296 -3.760 -0.57
O 0.755 -3.319 -1.610 -0.72
O -1.895 -1.745 1.885 -0.63
H 0.391 -1.986 -3.749 0.75
H 1.526 -4.521 0.433 0.42
H 2.319 -0.508 1.825 0.26
C 1.639 -2.459 1.126 1.60
C -1.038 4.750 -0.017 -1.43
H 0.757 3.763 1.778 0.46
H -0.309 2.055 -1.140 -0.27
C -0.289 2.072 2.552 0.98
C -1.155 -1.182 2.671 0.67
C -0.159 3.187 1.742 -0.66
H -1.847 0.332 -1.746 0.71
C 0.134 -1.044 -3.269 -0.20
N 0.723 1.172 -2.726 -0.21
H -0.551 5.579 0.496 0.42
H -1.138 1.915 -3.393 0.25
H -0.423 4.494 -0.883 0.26
H -0.578 -0.340 -5.196 0.33
H 2.006 -0.443 -2.248 0.40
Cl 1.054 1.680 3.602 -0.23
C -1.193 3.562 0.892 0.75
H 0.662 -1.028 3.562 0.33
H -0.093 -3.406 1.992 0.41
H 2.894 -3.625 -0.204 0.38
H 1.291 -3.284 3.091 0.53
C 0.131 1.088 -1.386 0.24
N 0.119 -1.579 2.918 -0.05
H 3.311 -1.867 2.379 0.38
H -1.052 0.180 4.360 0.56
C -2.464 1.674 1.699 -0.36
H 3.419 -1.313 0.702 0.42
C -1.601 0.066 3.426 -1.90
C -0.762 -0.147 -4.138 -1.02
C 2.737 -1.475 1.537 -1.60
H 1.926 -0.021 -3.965 0.33
C -0.935 -0.009 -1.246 -1.20
H -2.655 -0.076 3.657 0.41
N 0.832 -1.803 0.094 0.67
```

Computed properties:
* LUMO: 0.51 eV
* charge: 0

---

The following relative energy (zero: lowest compared OMol25 entry of this formula, charge and spin) values (in kJ/mol) correspond, in order, to the records above: 18.3 30.3.